Entry from the OMol25 dataset: a structure of composition C45H46BF10N12OSc (the ωB97M-V functional and the def2-TZVPD basis).

Positions of all 116 atoms, in Å:
Sc (-1.35, -0.76, -0.48)
C (-4.33, 1.16, -2.46)
C (-4.66, 0.01, -1.56)
C (-5.95, -0.41, -1.23)
C (-5.79, -1.44, -0.33)
C (-6.85, -2.25, 0.35)
N (-4.47, -1.61, -0.15)
N (-3.76, -0.74, -0.92)
B (-3.80, -2.60, 0.80)
N (-2.98, -1.88, 1.90)
N (-1.72, -1.38, 1.68)
C (-1.17, -1.19, 2.88)
C (0.27, -0.85, 3.12)
C (-2.10, -1.49, 3.88)
C (-3.23, -1.93, 3.22)
C (-4.52, -2.39, 3.81)
N (-2.87, -3.54, 0.02)
N (-1.86, -3.10, -0.79)
C (-1.25, -4.20, -1.24)
C (-0.04, -4.23, -2.12)
C (-1.89, -5.34, -0.74)
C (-2.91, -4.88, 0.06)
C (-3.88, -5.67, 0.88)
H (-5.06, 1.96, -2.30)
H (-3.34, 1.54, -2.25)
H (-4.40, 0.87, -3.51)
H (-6.88, 0.00, -1.60)
H (-7.82, -1.91, 0.02)
H (-6.75, -3.31, 0.11)
H (-6.79, -2.15, 1.44)
H (-4.65, -3.25, 1.33)
H (0.82, -0.69, 2.20)
H (0.37, 0.04, 3.74)
H (0.73, -1.69, 3.66)
H (-1.95, -1.42, 4.95)
H (-4.49, -2.26, 4.89)
H (-5.36, -1.82, 3.42)
H (-4.71, -3.45, 3.60)
H (0.64, -3.42, -1.86)
H (0.47, -5.18, -1.97)
H (-0.31, -4.16, -3.17)
H (-1.62, -6.37, -0.93)
H (-3.69, -6.73, 0.72)
H (-3.77, -5.46, 1.94)
H (-4.91, -5.46, 0.59)
C (-2.07, -1.47, -3.73)
N (-1.06, -0.64, -3.05)
C (0.28, -1.16, -3.36)
C (1.32, -0.82, -2.33)
N (0.87, -1.26, -1.00)
C (1.88, -1.70, -0.17)
C (1.65, -2.64, 0.85)
F (0.42, -3.14, 0.98)
C (2.59, -3.11, 1.74)
F (2.23, -3.99, 2.68)
C (3.89, -2.68, 1.66)
F (4.81, -3.11, 2.53)
C (4.20, -1.79, 0.67)
F (5.45, -1.33, 0.56)
C (3.24, -1.33, -0.22)
F (3.69, -0.42, -1.11)
C (-1.17, 0.76, -3.51)
C (-0.74, 1.76, -2.46)
N (-1.43, 1.44, -1.22)
C (-1.87, 2.49, -0.47)
C (-1.56, 3.86, -0.59)
F (-0.60, 4.29, -1.43)
C (-2.13, 4.84, 0.21)
F (-1.79, 6.11, 0.01)
C (-3.03, 4.53, 1.20)
F (-3.59, 5.48, 1.95)
C (-3.30, 3.19, 1.42)
F (-4.09, 2.82, 2.43)
C (-2.73, 2.24, 0.61)
F (-2.92, 0.96, 0.94)
H (-1.92, -1.46, -4.82)
H (-3.07, -1.08, -3.51)
H (-2.02, -2.49, -3.37)
H (0.61, -0.78, -4.34)
H (0.21, -2.24, -3.44)
H (1.58, 0.24, -2.36)
H (2.21, -1.36, -2.63)
H (-2.20, 0.94, -3.76)
H (-0.58, 0.91, -4.41)
H (-1.02, 2.73, -2.85)
H (0.34, 1.77, -2.34)
C (9.73, 4.57, 1.22)
C (8.50, 4.00, 0.55)
C (8.51, 2.75, -0.06)
C (7.38, 2.23, -0.68)
C (6.20, 2.97, -0.73)
N (5.09, 2.45, -1.42)
C (3.75, 2.47, -1.07)
O (2.89, 2.16, -1.86)
N (3.48, 2.82, 0.24)
C (2.26, 2.61, 0.90)
C (1.93, 3.37, 2.01)
C (0.73, 3.14, 2.66)
C (-0.10, 2.15, 2.19)
N (0.21, 1.39, 1.13)
C (1.36, 1.62, 0.50)
C (6.18, 4.23, -0.13)
C (7.31, 4.73, 0.50)
H (10.52, 3.82, 1.27)
H (9.50, 4.91, 2.23)
H (10.11, 5.43, 0.66)
H (9.42, 2.16, -0.04)
H (7.40, 1.25, -1.13)
H (5.26, 1.93, -2.26)
H (4.24, 3.18, 0.80)
H (2.61, 4.15, 2.35)
H (0.45, 3.73, 3.52)
H (-1.04, 1.92, 2.70)
H (1.57, 1.00, -0.36)
H (5.29, 4.85, -0.20)
H (7.27, 5.71, 0.96)

Values from the calculation:
- Calculated total energy: -4259.16280 Ha
- LUMO energy: 0.5032 eV
- Frontier orbital gap: 0.2759 Eh